56
Properties=species:S:1:pos:R:3 method="wB97M-V/def2-TZVPD" total_charge=+1 de_lowest_kcal_mol=25.89 e_tot_ev=-75637.8387 molar_mass_g_mol=660.7 multiplicity=1 e_lumo_ha=-0.140
Ta 0.053 0.197 -0.118
C 0.525 1.416 -3.111
N 0.157 0.104 -2.514
C 1.159 -0.928 -3.012
C 2.201 -1.409 -2.022
C 2.906 -0.299 -1.270
N 2.072 0.175 -0.157
C 2.809 0.686 0.916
C 2.332 1.136 2.094
C 3.111 2.104 2.895
C 2.735 2.330 4.282
C 1.499 2.014 4.699
C 0.578 1.354 3.803
C 0.995 0.967 2.594
O 0.108 0.377 1.714
C -1.161 -0.328 -3.095
C -2.330 0.642 -2.998
C -2.678 1.133 -1.585
N -2.133 0.180 -0.609
C -2.954 -0.640 -0.050
C -2.609 -1.839 0.674
C -3.625 -2.542 1.339
C -3.365 -3.768 1.908
C -2.089 -4.320 1.776
C -1.078 -3.661 1.102
C -1.332 -2.405 0.566
O -0.349 -1.747 -0.076
H 0.495 1.335 -4.201
H 1.531 1.687 -2.800
H -0.159 2.195 -2.787
H 1.643 -0.480 -3.883
H 0.589 -1.783 -3.373
H 2.925 -2.005 -2.581
H 1.747 -2.088 -1.297
H 3.151 0.542 -1.928
H 3.850 -0.660 -0.859
H 3.877 0.759 0.737
H 4.166 2.180 2.649
H 3.427 2.843 4.934
H 1.175 2.263 5.699
H -0.444 1.166 4.097
H -1.405 -1.278 -2.620
H -0.983 -0.536 -4.155
H -3.174 0.086 -3.415
H -2.189 1.501 -3.655
H -3.758 1.216 -1.453
H -2.232 2.106 -1.388
H -4.021 -0.447 -0.185
H -4.615 -2.106 1.397
H -4.142 -4.304 2.432
H -1.883 -5.291 2.208
H -0.092 -4.089 0.997
S -0.682 3.392 1.555
S 0.934 4.455 2.448
S 2.686 3.727 1.941
S 0.044 2.688 -0.258

***

52
Properties=species:S:1:pos:R:3 method="wB97M-V/def2-TZVPD" total_charge=+2 de_lowest_kcal_mol=2.69 e_tot_ev=-32559.0801 molar_mass_g_mol=535.3 multiplicity=1 e_lumo_ha="-0.270 / -0.270"
W 0.059 0.158 0.219
C 3.062 -0.493 -0.104
N 1.995 -0.621 0.931
C 2.420 0.162 2.145
C 2.854 1.618 1.970
C 1.998 2.545 1.082
N 0.635 2.061 0.907
C -0.275 2.033 1.825
C -1.525 1.336 1.380
C -2.627 1.980 0.740
C -3.789 1.283 0.579
C -3.931 -0.050 1.043
C -2.881 -0.732 1.589
C -1.653 -0.045 1.719
O -0.451 -0.620 1.966
C 1.936 -2.060 1.376
C 1.453 -3.077 0.350
C -0.034 -3.043 0.014
N -0.374 -1.811 -0.691
C -0.841 -1.822 -1.879
C -1.086 -0.562 -2.571
C -2.140 -0.433 -3.479
C -2.400 0.788 -4.075
C -1.602 1.895 -3.789
C -0.535 1.790 -2.913
C -0.272 0.560 -2.320
O 0.838 0.438 -1.495
H 4.009 -0.825 0.324
H 3.151 0.539 -0.429
H 2.820 -1.096 -0.973
H 3.260 -0.377 2.590
H 1.599 0.084 2.857
H 3.879 1.677 1.606
H 2.882 2.018 2.985
H 2.411 2.602 0.076
H 1.981 3.558 1.486
H -0.056 2.254 2.871
H -2.543 3.018 0.447
H -4.643 1.767 0.125
H -4.892 -0.535 0.942
H -2.961 -1.757 1.922
H 1.311 -2.098 2.266
H 2.953 -2.329 1.675
H 1.658 -4.057 0.785
H 2.044 -3.036 -0.567
H -0.625 -3.080 0.931
H -0.296 -3.906 -0.602
H -1.105 -2.758 -2.371
H -2.762 -1.290 -3.705
H -3.221 0.882 -4.772
H -1.807 2.842 -4.270
H 0.121 2.626 -2.715

***

53
Properties=species:S:1:pos:R:3 method="wB97M-V/def2-TZVPD" total_charge=0 de_lowest_kcal_mol=28.09 e_tot_ev=-43632.0810 smiles="CCN(CC)CCC(=O)N1c2ccccc2Sc2ccc(NC(=O)OC)cc21" molar_mass_g_mol=399.5 multiplicity=1 e_lumo_ha=0.023
C -3.260 -1.858 -1.614
C -2.938 -2.234 -0.171
N -1.511 -2.194 0.112
C -0.695 -3.069 -0.714
C -1.082 -4.552 -0.713
C -1.203 -2.288 1.531
C -0.299 -1.130 2.008
C 1.049 -1.223 1.338
O 1.810 -2.135 1.588
N 1.415 -0.237 0.445
C 2.707 -0.320 -0.143
C 3.117 -1.479 -0.788
C 4.393 -1.571 -1.314
C 5.269 -0.502 -1.220
C 4.858 0.671 -0.615
C 3.583 0.759 -0.079
S 3.056 2.274 0.670
C 1.353 2.174 0.202
C 0.680 3.343 -0.122
C -0.656 3.303 -0.460
C -1.320 2.081 -0.498
N -2.689 2.049 -0.819
C -3.623 1.399 -0.070
O -3.410 0.700 0.884
O -4.856 1.668 -0.562
C -5.929 1.020 0.104
C -0.638 0.900 -0.231
C 0.698 0.942 0.156
H -2.778 -0.919 -1.877
H -4.336 -1.736 -1.724
H -2.936 -2.625 -2.313
H -3.381 -3.219 0.055
H -3.401 -1.498 0.489
H -0.721 -2.689 -1.739
H 0.331 -2.977 -0.355
H -0.339 -5.121 -1.266
H -1.122 -4.940 0.303
H -2.051 -4.709 -1.182
H -2.126 -2.245 2.113
H -0.695 -3.229 1.769
H -0.797 -0.177 1.856
H -0.125 -1.276 3.076
H 2.440 -2.314 -0.856
H 4.704 -2.485 -1.798
H 6.267 -0.577 -1.623
H 5.518 1.521 -0.541
H 1.212 4.281 -0.084
H -1.185 4.215 -0.693
H -3.041 2.766 -1.436
H -5.875 1.200 1.179
H -6.840 1.444 -0.311
H -5.894 -0.056 -0.076
H -1.139 -0.054 -0.300

***

53
Properties=species:S:1:pos:R:3 method="wB97M-V/def2-TZVPD" total_charge=0 de_lowest_kcal_mol=79.47 e_tot_ev=-34842.3601 smiles="COc1ccccc1N1CCN(CC(=O)Nc2ccc3c(c2)OCCO3)CC1" molar_mass_g_mol=383.4 multiplicity=1 e_lumo_ha=0.026
C -6.326 -2.324 0.002
O -5.228 -1.449 0.002
C -5.448 -0.113 -0.232
C -6.697 0.410 -0.533
C -6.860 1.755 -0.821
C -5.767 2.599 -0.803
C -4.523 2.093 -0.478
C -4.328 0.745 -0.185
N -3.039 0.341 0.170
C -2.812 -0.815 1.007
C -1.488 -0.599 1.753
N -0.353 -0.394 0.869
C 0.129 -1.592 0.205
C 1.588 -1.431 -0.238
O 2.047 -2.046 -1.175
N 2.258 -0.566 0.560
C 3.583 -0.133 0.492
C 4.006 0.827 1.412
C 5.301 1.301 1.376
C 6.201 0.822 0.433
C 5.790 -0.167 -0.466
C 4.482 -0.632 -0.440
O 6.646 -0.709 -1.389
C 8.002 -0.424 -1.130
C 8.173 1.052 -0.773
O 7.472 1.348 0.414
C -0.643 0.697 -0.053
C -1.972 0.517 -0.794
H -5.914 -3.307 0.231
H -6.817 -2.360 -0.976
H -7.060 -2.054 0.769
H -7.560 -0.235 -0.570
H -7.842 2.132 -1.062
H -5.881 3.648 -1.027
H -3.671 2.755 -0.435
H -3.622 -0.900 1.730
H -2.764 -1.748 0.425
H -1.280 -1.450 2.405
H -1.578 0.300 2.371
H 0.105 -2.422 0.917
H -0.453 -1.895 -0.675
H 1.676 -0.129 1.268
H 3.314 1.206 2.148
H 5.639 2.052 2.070
H 4.182 -1.383 -1.150
H 8.552 -0.681 -2.036
H 8.362 -1.040 -0.293
H 9.219 1.297 -0.585
H 7.791 1.668 -1.598
H 0.176 0.782 -0.771
H -0.690 1.616 0.538
H -2.172 1.393 -1.411
H -1.908 -0.358 -1.463